Entry 1:
72
Properties=species:S:1:pos:R:3:forces:R:3:mulliken_spin:R:1 method="wB97M-V/def2-TZVPD" max_force_ev_per_a=4.27 homo_energy_ev="0.1 / -4.0" multiplicity=6 s2=8.7935 e_tot_ev=-48542.2917 charge=-1
C -0.01845 3.80191 0.25047 0.6 0.7 0.4 -0.015
C 0.82872 2.54861 0.61746 -0.6 0.0 0.5 0.014
C -0.99412 3.38080 -0.85610 -0.2 0.1 -0.1 0.087
C -0.51399 2.01642 -1.42660 1.0 0.5 0.0 0.191
H -1.01655 4.13562 -1.65483 0.0 -0.2 0.4 0.016
H -2.00712 3.32091 -0.42774 0.3 -0.2 -0.3 -0.025
C 0.86011 1.69803 -0.64967 0.0 0.4 -0.3 0.121
H 0.31693 1.99534 1.42177 0.1 0.3 -0.2 0.001
H 1.82586 2.83641 0.99356 -0.4 -0.2 -0.2 0.003
C 1.43405 0.26175 -0.48758 -0.5 -0.7 -0.4 0.041
H 1.61276 2.17968 -1.29545 -0.1 0.0 0.1 0.005
H -0.19218 2.15186 -2.47677 -0.2 0.0 0.4 0.000
C -1.60957 1.05336 -1.42344 0.3 -0.7 0.2 0.493
C -0.72476 4.41628 1.45988 -0.7 -1.5 1.3 0.000
C 0.79189 5.00237 -0.21886 0.0 0.5 -1.5 0.000
O 0.49243 5.72708 -1.15275 0.5 -0.8 0.8 0.000
O -1.08058 3.78389 2.44602 0.5 1.1 -1.4 0.000
O -0.93278 5.74264 1.32012 -0.1 -0.4 0.3 0.001
O 1.85617 5.24520 0.55802 0.0 -0.1 -0.1 0.001
C 2.55927 6.42750 0.17325 0.1 0.0 0.1 0.000
H 3.39008 6.49569 0.87518 0.0 0.1 -0.2 0.000
H 1.88685 7.28559 0.25270 0.2 0.0 0.0 0.000
H 2.90225 6.33536 -0.86124 0.0 0.1 0.2 0.000
C -1.47552 6.36074 2.48855 -0.1 0.1 0.1 0.000
H -2.43762 5.90290 2.75125 0.3 0.2 0.0 0.000
H -1.59880 7.41186 2.22912 0.0 -0.1 0.1 0.000
H -0.77076 6.24694 3.32268 -0.3 0.0 -0.2 0.000
O 0.56307 -0.80250 -0.23939 -0.9 4.1 -0.7 0.153
H 2.18068 0.28876 0.32445 0.1 0.3 -0.2 -0.027
H 1.96854 0.05115 -1.43558 0.1 0.2 0.2 -0.001
C -1.71354 0.13606 -2.56936 -0.1 -0.6 -0.6 -0.056
C -2.45781 0.89397 -0.22730 -0.4 -0.2 0.4 0.028
H -3.41808 1.44111 -0.34855 0.2 -0.3 0.2 0.036
H -1.96326 1.28987 0.67741 -0.2 -0.1 -0.3 -0.005
H -2.69520 -0.17010 -0.04680 0.0 0.5 0.0 0.042
H -2.09284 -0.85782 -2.29423 0.1 0.3 -0.1 0.064
H -0.72822 -0.01740 -3.04216 -0.3 0.1 0.1 -0.007
H -2.38990 0.54454 -3.34758 0.1 -0.2 0.1 0.036
Ir 0.54298 -2.64710 0.44562 0.5 -0.1 -2.4 1.354
C 1.82388 -4.06856 -0.44230 1.5 -0.1 -1.1 -0.084
C 1.96268 -2.77139 -1.14486 1.0 -1.4 0.3 -0.018
C 3.12184 -2.11792 -0.57980 0.2 -0.9 -0.2 0.385
H 1.49036 -2.54667 -2.09820 0.1 0.1 0.4 0.048
C 3.72201 -2.97940 0.36339 0.4 -0.3 -0.1 -0.025
C 2.96624 -4.16744 0.44794 0.6 -0.1 -0.7 0.391
H 3.23350 -5.09434 0.95637 -0.1 0.4 0.2 0.007
H 1.26199 -4.91333 -0.85373 0.7 0.2 0.3 0.033
H 3.48542 -1.12763 -0.84058 0.0 -0.4 0.0 0.021
H 4.66797 -2.74490 0.85475 -0.5 -0.2 0.1 0.028
C -1.00818 -2.93321 1.94265 -0.4 0.1 1.8 0.061
C 0.11524 -3.72875 2.41335 -1.2 0.3 0.6 0.074
C 1.12994 -2.82613 2.81586 0.3 0.6 0.5 0.300
H 0.13320 -4.81465 2.49317 0.0 0.4 -0.1 0.034
C 0.70014 -1.48958 2.52956 -0.9 -0.1 0.9 0.093
C -0.63985 -1.54597 2.03395 -0.1 -0.5 1.6 0.168
H -1.27505 -0.70781 1.77024 0.3 -0.2 -0.1 -0.073
H -1.98664 -3.27322 1.62893 0.2 -0.1 0.2 -0.046
H 2.10347 -3.07907 3.21290 -0.1 -0.1 -0.2 0.085
H 1.27020 -0.57690 2.66171 0.0 -0.2 0.0 0.021
C -2.75936 -3.05781 -0.89401 -0.6 -0.1 -0.2 -0.016
Si -1.07489 -3.89817 -0.83370 -0.3 -0.5 0.0 0.615
C -1.45572 -5.64238 -0.11890 -0.2 -0.1 -0.4 0.004
C -0.58335 -4.20408 -2.64468 -0.4 -0.3 -0.3 0.123
H -3.39046 -3.43778 -0.07762 0.0 0.1 -0.2 0.001
H -3.23671 -3.32720 -1.84814 -0.2 0.1 0.1 0.033
H -2.71842 -1.96381 -0.82369 0.0 -0.4 0.0 0.032
H -2.25027 -6.08376 -0.73704 0.0 -0.1 0.0 0.013
H -0.60199 -6.33154 -0.14945 0.0 0.2 0.0 0.055
H -1.83022 -5.63455 0.90974 0.1 0.2 -0.1 0.030
H -1.44895 -4.68791 -3.12364 0.1 0.0 -0.1 0.011
H -0.38321 -3.26467 -3.17550 0.0 -0.2 0.1 -0.009
H 0.27420 -4.87476 -2.77418 -0.1 0.2 0.0 0.052

***

Entry 2:
111
Properties=species:S:1:pos:R:3:forces:R:3:lowdin_charge:R:1 method="wB97M-V/def2-TZVPD" max_force_ev_per_a=0.61 homo_energy_ev=-7.2 e_tot_ev=-242577.0506 charge=0
Sc -0.10599 0.93583 -0.06894 -0.4 0.5 0.1 0.346
Cl 1.94027 2.38436 1.29220 0.1 0.2 -0.2 0.595
C 1.52129 3.80323 2.33343 0.1 -0.2 0.2 -0.899
Cl 0.29801 4.83777 1.66814 0.0 0.0 -0.1 0.680
H 2.45296 4.34577 2.44095 0.0 0.0 0.0 0.038
H 1.17309 3.37384 3.26593 0.0 0.1 0.0 0.016
Cl 2.70801 0.20300 -1.10542 0.1 -0.1 -0.1 0.676
C 2.58484 -0.72212 -2.57341 0.0 0.0 0.0 -0.601
C 3.76825 -0.89152 -3.27994 -0.1 -0.1 0.0 -0.103
C 3.76363 -1.64475 -4.43841 0.0 0.0 0.0 -0.060
C 2.58298 -2.22505 -4.88466 0.0 0.0 0.0 -0.062
C 1.41465 -2.03711 -4.17191 0.0 0.0 0.0 -0.073
C 1.38449 -1.27821 -2.99722 0.0 0.0 0.0 -0.359
P -0.22203 -1.06967 -2.13928 0.1 0.1 0.0 1.042
C -1.34798 -0.90844 -3.57749 0.0 -0.1 0.0 -0.380
C -2.14112 -1.96186 -4.02588 0.0 0.0 0.0 -0.090
C -2.98620 -1.79126 -5.11409 0.0 0.0 0.0 -0.070
C -3.04086 -0.57153 -5.77102 0.0 0.0 0.0 -0.077
C -2.23420 0.47396 -5.34413 0.0 0.0 0.0 -0.066
C -1.39238 0.30747 -4.25601 0.0 0.0 0.0 -0.110
C -0.57147 -2.73564 -1.49148 0.1 0.0 0.0 -0.385
C -1.85105 -3.03274 -1.02113 0.0 0.0 0.0 -0.163
C -2.11871 -4.26235 -0.44234 0.0 0.0 0.0 -0.088
C -1.11000 -5.20850 -0.31969 0.0 0.0 0.0 -0.065
C 0.16196 -4.92096 -0.78654 0.0 0.0 0.0 -0.073
C 0.43153 -3.68967 -1.36909 0.0 0.0 0.0 -0.094
H 4.67302 -0.42540 -2.91678 0.0 0.0 0.0 0.111
H 4.68222 -1.77213 -4.99574 0.0 0.0 0.0 0.111
H 2.57153 -2.81541 -5.79088 0.0 0.0 0.0 0.109
H 0.49547 -2.47835 -4.53556 0.0 0.0 0.0 0.111
H -2.11095 -2.92248 -3.52968 0.0 0.0 0.0 0.101
H -3.60123 -2.61817 -5.44495 0.0 0.0 0.0 0.106
H -3.70433 -0.43779 -6.61563 0.0 0.0 0.0 0.105
H -2.25799 1.42781 -5.85540 0.0 0.0 0.0 0.110
H -0.75836 1.12897 -3.94878 0.0 0.0 0.0 0.016
H -2.64630 -2.30287 -1.10863 0.0 0.0 0.0 0.070
H -3.11430 -4.47630 -0.07538 0.0 0.0 0.0 0.105
H -1.31631 -6.16453 0.14328 0.0 0.0 0.0 0.108
H 0.95483 -5.65239 -0.69384 0.0 0.0 0.0 0.108
H 1.43209 -3.47569 -1.72285 0.0 0.0 0.0 0.104
F 5.39335 6.09375 -2.09893 0.0 0.0 0.0 0.128
C 4.30823 5.32130 -2.12391 0.0 0.0 0.0 -0.140
C 3.09927 5.79661 -1.64915 0.0 0.0 0.0 -0.144
F 3.01540 7.04345 -1.18002 0.0 0.0 0.0 0.122
C 1.98011 4.98216 -1.68188 0.0 0.1 0.0 -0.277
F 0.82998 5.53139 -1.29214 0.0 0.0 0.1 0.046
C 2.02179 3.66982 -2.14347 0.0 0.0 0.1 -0.487
Se 0.41609 2.64198 -2.17343 -0.1 -0.1 0.0 0.733
C 3.23382 3.25431 -2.67724 0.1 0.0 0.0 -0.258
F 3.35061 2.07082 -3.28933 0.0 0.0 0.0 0.055
C 4.36854 4.04782 -2.65700 0.0 0.0 0.0 -0.143
F 5.51657 3.59418 -3.16770 0.0 0.0 0.0 0.119
C -4.74498 -1.85913 1.09928 0.0 0.0 0.0 -0.461
Te -2.81395 -1.57688 1.98138 0.0 -0.1 0.0 1.163
C -3.69076 -0.44647 3.55426 0.0 0.1 0.0 -0.443
H -5.24821 -0.89826 1.00612 0.0 0.0 0.0 -0.010
H -5.33157 -2.52115 1.73216 0.0 0.0 0.0 -0.002
H -4.64291 -2.30254 0.11016 0.0 0.0 0.0 -0.019
H -4.52733 -1.01031 3.96055 0.0 0.0 0.0 0.002
H -4.01918 0.52146 3.17983 0.0 0.0 0.0 -0.004
H -2.93105 -0.30175 4.31730 0.0 0.0 0.0 -0.042
C 4.81470 -0.60464 3.57007 0.0 0.0 0.0 -0.036
C 3.35626 -0.27098 3.33813 -0.1 0.0 0.0 -0.491
C 2.85653 0.83778 4.24150 0.1 0.1 0.0 -0.066
O 2.62198 -1.49258 3.56724 0.0 0.0 0.0 -0.316
P 1.10730 -1.75711 3.10017 0.1 0.0 -0.2 -0.098
S -0.23319 -1.14121 4.33084 -0.1 0.0 0.2 0.339
S 1.02455 -1.07152 1.16800 -0.1 0.0 -0.1 0.275
O 1.08898 -3.33621 3.01161 0.0 0.0 0.0 -0.306
C 2.12726 -4.29615 2.68859 0.0 0.0 0.1 -0.427
C 2.86666 -4.66017 3.96131 0.0 0.0 0.0 -0.041
C 3.05440 -3.86752 1.56933 0.0 0.0 0.0 -0.058
H 5.43315 0.28003 3.41072 0.0 0.0 0.0 0.086
H 5.14828 -1.38332 2.88477 0.0 0.0 0.0 0.075
H 4.96780 -0.95002 4.59394 0.0 0.0 0.0 0.089
H 3.20433 0.00792 2.29205 0.0 0.0 0.0 0.065
H 3.02052 0.58500 5.29043 0.0 0.0 0.0 0.096
H 1.79015 1.01215 4.09650 0.0 0.0 0.0 0.030
H 3.40096 1.75858 4.01808 0.0 0.0 0.0 0.080
H 1.54682 -5.15694 2.34955 0.0 0.0 0.0 0.137
H 3.46446 -3.81788 4.30947 0.0 0.0 0.0 0.076
H 3.52972 -5.50746 3.77654 0.0 0.0 0.0 0.084
H 2.16063 -4.93497 4.74393 0.0 0.0 0.0 0.088
H 3.66743 -3.01674 1.85930 0.0 0.0 0.0 0.064
H 2.49704 -3.60001 0.67499 0.0 0.0 0.0 0.043
H 3.71648 -4.70450 1.33644 0.0 0.0 0.0 0.090
C -4.92282 2.51567 0.00983 0.0 -0.1 0.0 -0.177
Si -3.27539 2.04935 -0.76218 0.1 -0.1 0.1 0.399
C -3.62077 0.38089 -1.54460 0.0 -0.1 0.0 -0.155
C -2.97653 3.30586 -2.11035 0.0 0.1 0.0 -0.195
N -1.91547 1.84869 0.35232 0.3 -0.2 0.0 -0.188
C -1.96519 2.28762 1.69189 0.0 0.0 -0.2 -0.402
C -1.06723 1.75437 2.62110 0.1 -0.3 0.0 -0.179
C -1.08669 2.08897 3.96600 0.0 0.3 -0.1 -0.142
C -2.00054 3.02173 4.43247 0.0 0.0 0.0 -0.092
C -2.86999 3.60616 3.52098 0.0 0.0 0.0 -0.084
C -2.85374 3.25594 2.18078 0.1 0.1 0.1 -0.073
H -5.66702 2.23625 -0.74350 0.0 0.0 0.0 0.040
H -5.04798 3.57982 0.20785 0.0 0.0 0.0 0.029
H -5.15006 1.96413 0.92416 0.0 0.0 0.0 0.033
H -3.99655 0.47012 -2.56704 0.0 0.0 0.0 0.048
H -4.36489 -0.14859 -0.94729 0.0 0.0 0.0 0.014
H -2.73578 -0.24954 -1.57208 0.0 0.0 0.0 -0.034
H -3.94936 3.55218 -2.54773 0.0 0.0 0.0 0.037
H -2.33327 2.94297 -2.91125 0.0 0.0 0.0 -0.024
H -2.52536 4.22439 -1.72988 0.0 0.0 0.0 0.033
H -0.33563 0.99960 2.32271 -0.2 -0.2 0.1 -0.003
H -0.39099 1.60426 4.63881 0.0 0.0 0.0 0.063
H -2.03378 3.28696 5.48072 0.0 0.0 0.0 0.100
H -3.57766 4.35571 3.85437 0.0 0.0 0.0 0.105
H -3.51767 3.77328 1.50978 0.0 0.0 0.0 0.079

***

Entry 3:
73
Properties=species:S:1:pos:R:3:forces:R:3:lowdin_charge:R:1 method="wB97M-V/def2-TZVPD" max_force_ev_per_a=6.85 homo_energy_ev=-9.1 e_tot_ev=-67705.1625 charge=0 smiles="CC[C@@](C#N)(P(O)Cl)[C@](C#N)(CCCC(=O)O)C[C@H](C)F.c1ccncc1.c1ccncc1.c1ccncc1"
C 0.94555 0.62156 5.80065 -0.7 1.0 0.0 -0.114
C 0.32149 0.85874 4.33462 -1.0 -0.9 0.3 -0.236
C 0.92443 -0.16386 3.20287 3.6 0.6 0.8 -0.495
C 2.42648 -0.59568 3.66897 3.5 -1.8 -0.3 -0.191
N 3.54385 -1.05157 3.83338 -6.3 2.6 -0.7 0.167
P -0.15529 -1.71326 3.36243 -0.8 -1.3 2.0 0.668
O 0.63300 -2.61347 4.63333 0.1 0.6 -3.0 -0.375
Cl -0.10277 -3.00273 1.71124 0.7 0.6 0.6 0.236
C 1.08994 0.48978 1.74555 0.1 0.4 -0.8 -0.328
C 1.93664 -0.51615 0.83222 0.2 -3.1 -2.4 -0.141
N 2.40090 -1.36264 0.10169 -2.2 4.6 4.1 0.203
C 1.90644 1.88186 1.79283 1.1 0.9 0.5 -0.147
C 3.18499 2.01619 0.83548 1.2 1.4 0.0 -0.175
C 4.56462 1.40024 1.47820 -0.4 0.0 0.0 -0.081
C 5.17412 0.19111 0.62770 -0.3 -2.0 -2.7 -0.387
O 5.15352 0.06219 -0.62241 -0.1 1.3 4.9 0.042
O 5.77211 -0.89758 1.38409 -1.4 1.6 -0.5 -0.022
C -0.38281 0.84630 1.14496 0.2 0.3 -0.8 -0.112
C -0.45132 0.86950 -0.46261 -2.2 -0.3 -0.6 -0.283
C -0.74714 -0.59615 -1.12724 1.2 0.6 0.9 -0.047
F 0.65729 1.56130 -1.09767 -1.4 -1.2 1.2 -0.067
H 0.89950 -0.48434 6.10426 0.3 1.7 -0.5 0.078
H 0.29146 1.23840 6.53870 1.1 -1.2 -1.2 0.090
H 1.99661 1.08230 5.87069 -1.5 -1.1 -0.2 0.088
H -0.81384 0.60265 4.38692 1.8 0.5 -0.1 0.093
H 0.38008 1.95742 4.03656 0.2 -1.6 0.2 0.113
H 1.38284 -3.13460 4.22917 -0.7 0.7 0.7 0.059
H 2.30263 2.05450 2.87463 -0.7 -0.4 -1.8 0.121
H 1.24302 2.81241 1.58264 0.8 -2.0 0.2 0.131
H 3.41201 3.15915 0.78730 -0.6 -1.9 0.0 0.122
H 3.03119 1.71142 -0.25770 0.1 0.1 1.8 0.113
H 4.28862 1.12878 2.56309 0.9 -0.1 -1.8 0.092
H 5.38261 2.20846 1.55356 -1.3 -1.2 -0.3 0.129
H 5.13246 -1.64783 1.44693 0.5 0.9 -0.3 0.097
H -1.21282 0.14346 1.50093 1.3 0.9 -0.5 0.087
H -0.70591 1.90801 1.48866 0.8 -1.9 -0.3 0.117
H -1.39704 1.49302 -0.72789 1.7 -0.8 0.6 0.141
H -1.45651 -0.54154 -2.02253 1.2 0.1 1.2 0.061
H -1.23433 -1.23000 -0.29310 0.8 0.9 -1.5 0.050
H 0.29787 -1.02505 -1.38946 -2.0 0.4 0.2 0.068
N -3.36528 1.49385 1.84782 -0.7 0.4 0.1 0.054
C -4.38890 1.42358 0.97939 0.5 -0.1 0.3 -0.137
C -5.54617 2.17732 1.08926 0.0 0.1 0.1 -0.068
C -5.65960 3.05374 2.15911 -0.1 0.0 0.0 -0.075
C -4.61848 3.14547 3.07241 -0.1 0.0 -0.1 -0.071
C -3.50087 2.35184 2.87306 0.2 -0.4 -0.4 -0.149
H -4.25445 0.72189 0.16201 -0.1 0.0 0.0 0.105
H -6.33879 2.08145 0.35760 0.1 0.0 0.0 0.105
H -6.55091 3.66003 2.28013 0.1 0.0 0.0 0.107
H -4.67409 3.81860 3.91900 0.0 0.0 0.0 0.103
H -2.65889 2.39046 3.55792 0.0 0.0 0.0 0.093
N 2.17537 -3.77318 -4.45203 0.6 0.3 0.1 0.045
C 3.18147 -3.67607 -5.33727 -0.5 -0.1 0.3 -0.166
C 4.39637 -3.06980 -5.06058 0.0 0.0 0.1 -0.084
C 4.58662 -2.52682 -3.79735 0.1 0.0 0.0 -0.075
C 3.56365 -2.61109 -2.86363 0.2 0.0 0.0 -0.075
C 2.38712 -3.24073 -3.23638 -0.2 -0.3 -0.5 -0.157
H 2.98365 -4.11232 -6.31132 0.1 0.0 0.0 0.097
H 5.17393 -3.02270 -5.81321 -0.1 0.0 0.0 0.097
H 5.52340 -2.04263 -3.54274 -0.1 0.0 0.0 0.107
H 3.67789 -2.19786 -1.86938 0.0 0.0 -0.1 0.060
H 1.55939 -3.33488 -2.54011 0.1 0.0 0.0 0.093
N -3.71903 -0.10405 -3.62847 -0.4 -0.1 -0.6 0.047
C -4.14805 0.88862 -4.42621 0.2 -0.3 0.4 -0.154
C -4.83894 0.68315 -5.60932 0.0 -0.1 0.0 -0.077
C -5.10132 -0.62295 -5.99785 0.0 0.0 -0.1 -0.080
C -4.66818 -1.66801 -5.19415 -0.1 0.1 -0.1 -0.073
C -3.98798 -1.35855 -4.02760 0.2 0.5 0.3 -0.153
H -3.91604 1.89132 -4.08162 0.0 0.0 -0.1 0.101
H -5.16330 1.52245 -6.21206 0.0 0.0 0.1 0.101
H -5.63855 -0.82462 -6.91842 0.0 0.0 0.1 0.106
H -4.85528 -2.69909 -5.46743 0.0 0.1 0.0 0.103
H -3.63225 -2.14076 -3.36421 0.0 0.0 -0.1 0.103